Here is C32H55FeNP2Si as an isolated structure from the Open Molecules 2025 dataset. Energies are from wB97M-V/def2-TZVPD.

```
92
Properties=species:S:1:pos:R:3
Fe -0.394 -0.112 0.293
C -0.749 -1.342 2.509
C -1.343 -1.900 1.276
C 0.667 -3.000 1.727
C 0.457 -2.057 2.757
C -0.421 -2.950 0.833
C -1.484 -0.671 3.617
H -2.455 -0.260 3.319
H -0.907 0.141 4.085
H -1.677 -1.419 4.409
C 1.285 -1.997 3.979
H 0.931 -1.230 4.681
H 2.335 -1.789 3.728
H 1.274 -2.962 4.513
C 1.812 -3.939 1.703
H 1.859 -4.552 2.619
H 2.760 -3.378 1.639
H 1.763 -4.620 0.845
C -0.757 -4.033 -0.121
H -1.238 -4.875 0.409
H 0.130 -4.457 -0.610
H -1.453 -3.710 -0.906
C -2.809 -2.070 1.065
H -3.102 -3.089 1.373
H -3.076 -1.956 0.007
H -3.395 -1.365 1.660
C -1.311 3.491 -1.287
C -2.471 3.363 -0.579
C -3.839 3.386 -1.236
C -3.978 2.523 -2.517
C -3.016 1.370 -2.606
C -1.879 1.403 -3.360
C -1.127 2.658 -3.728
C -1.279 3.860 -2.752
H -4.093 4.429 -1.488
H -3.862 3.167 -3.406
H -4.608 3.066 -0.516
H -2.166 4.447 -3.043
H -0.359 3.623 -0.763
H -2.521 3.701 0.465
H -0.404 4.514 -2.906
H -0.054 2.429 -3.837
H -1.632 0.556 -4.023
H -1.459 2.968 -4.736
H -4.999 2.108 -2.545
H -3.422 0.432 -2.206
P -1.216 1.638 1.198
C -0.421 3.164 1.794
C -3.020 1.507 1.449
P -0.450 -0.712 -1.906
C -0.714 0.955 -1.145
C -1.940 -1.570 -2.562
C 0.793 -0.349 -3.203
H 0.635 3.165 1.485
H -0.455 3.160 2.897
H -0.901 4.072 1.407
H -3.513 1.749 0.497
H -3.357 2.199 2.235
H -3.314 0.485 1.705
H 0.480 0.511 -3.811
H 0.893 -1.254 -3.822
H 1.760 -0.149 -2.717
H 0.036 1.690 -1.434
H -1.772 1.280 -1.149
H -1.687 -2.645 -2.590
H -2.160 -1.230 -3.580
H -2.822 -1.439 -1.915
C 1.772 1.118 3.038
Si 2.721 0.643 1.487
C 3.206 2.218 0.600
C 4.230 -0.217 2.213
N 1.808 -0.361 0.331
C 2.607 -1.134 -0.492
C 3.973 -0.818 -0.796
C 4.799 -1.714 -1.477
C 4.292 -2.912 -1.967
C 2.939 -3.209 -1.804
C 2.116 -2.327 -1.102
H 2.330 0.753 3.911
H 0.752 0.714 3.096
H 1.718 2.210 3.121
H 3.636 2.902 1.347
H 3.960 2.053 -0.181
H 2.333 2.695 0.135
H 3.957 -0.909 3.021
H 4.829 -0.779 1.485
H 4.881 0.557 2.649
H 4.390 0.135 -0.462
H 5.846 -1.442 -1.627
H 4.950 -3.609 -2.495
H 2.507 -4.119 -2.224
H 1.061 -2.579 -0.977
```

Properties
Relative energy (zero: lowest compared OMol25 entry of this formula, charge and spin), kJ/mol: 742.1
Spin multiplicity: 6
Frontier orbital gap (spin up / spin down), eV: 6.569 / 4.732
Highest occupied orbital energy (spin up / spin down), eV: -9.3 / -9.2
Charge: +1

***

Here is C32H55N4OP2Pb as an isolated structure from the Open Molecules 2025 dataset. Energies are from wB97M-V/def2-TZVPD.

```
95
Properties=species:S:1:pos:R:3
C 2.750 0.152 -1.290
C 2.976 0.512 1.038
C 4.060 0.569 -1.526
C 4.349 0.821 0.842
C 4.880 0.864 -0.434
H 4.407 0.612 -2.555
H 4.917 1.070 1.734
H 5.927 1.118 -0.588
N 2.221 0.137 -0.058
P 0.634 -1.585 -2.153
P 0.654 0.732 2.639
C 1.865 -0.248 -2.485
H 1.310 0.641 -2.829
H 2.507 -0.571 -3.317
C 2.381 0.620 2.331
H 3.076 0.736 3.169
C 0.158 2.571 2.628
C 0.285 -0.124 4.291
C -0.817 -1.477 -3.389
C 1.678 -3.149 -2.274
C -1.362 2.645 2.380
H -1.937 2.144 3.172
H -1.670 3.700 2.358
H -1.630 2.188 1.416
C 0.552 3.247 3.948
H -0.017 2.878 4.811
H 1.627 3.140 4.149
H 0.338 4.322 3.856
C 0.903 3.273 1.480
H 0.585 4.327 1.443
H 1.989 3.255 1.645
H 0.681 2.814 0.508
C -1.165 0.186 4.716
H -1.885 -0.071 3.925
H -1.410 -0.425 5.599
H -1.301 1.239 5.001
C 0.431 -1.644 4.080
H -0.261 -2.030 3.317
H 1.458 -1.919 3.806
H 0.188 -2.155 5.025
C 1.278 0.308 5.377
H 1.245 1.383 5.588
H 1.011 -0.220 6.307
H 2.306 0.029 5.117
C 0.797 -4.334 -1.830
H 1.377 -5.259 -1.969
H 0.534 -4.256 -0.761
H -0.131 -4.416 -2.414
C 2.875 -3.035 -1.307
H 3.557 -2.225 -1.599
H 2.556 -2.891 -0.266
H 3.439 -3.980 -1.355
C 2.225 -3.359 -3.693
H 3.013 -4.125 -3.641
H 1.461 -3.736 -4.381
H 2.678 -2.452 -4.114
C -0.825 -0.107 -4.085
H 0.059 0.035 -4.726
H -1.711 -0.051 -4.740
H -0.891 0.719 -3.365
C -2.104 -1.643 -2.548
H -2.197 -0.868 -1.774
H -2.981 -1.567 -3.208
H -2.139 -2.628 -2.058
C -0.768 -2.562 -4.471
H 0.108 -2.445 -5.121
H -0.798 -3.578 -4.056
H -1.661 -2.446 -5.106
Pb -0.018 -0.920 0.462
C 0.949 -3.527 1.363
O 1.380 -4.326 2.058
N -0.900 1.158 -0.791
C -1.295 2.147 -1.275
C -1.920 3.394 -1.836
C -1.136 4.611 -1.334
C -1.873 3.341 -3.368
C -3.378 3.459 -1.365
H -1.166 4.669 -0.236
H -0.089 4.558 -1.660
H -1.568 5.537 -1.732
H -2.447 2.482 -3.742
H -2.309 4.249 -3.800
H -0.835 3.264 -3.723
H -3.874 4.349 -1.771
H -3.934 2.576 -1.709
H -3.432 3.511 -0.268
N -3.972 -3.126 1.356
C -4.568 -1.901 1.661
C -3.579 -0.966 1.547
N -2.397 -1.605 1.175
C -2.673 -2.903 1.067
H -4.415 -4.040 1.335
H -5.609 -1.807 1.914
H -3.610 0.106 1.685
H -1.975 -3.694 0.782
```

Properties
Relative energy (zero: lowest compared OMol25 entry of this formula, charge and spin), kJ/mol: 0.0
Frontier orbital gap (spin up / spin down), eV: 6.036 / 5.477
Highest occupied orbital energy (spin up / spin down), eV: -16.0 / -16.3
Charge: +3

***

Here is C32H55NP2SiTi as an isolated structure from the Open Molecules 2025 dataset. Energies are from wB97M-V/def2-TZVPD.

```
92
Properties=species:S:1:pos:R:3
Ti -1.604 1.021 -0.580
C 3.394 -0.652 -0.119
C 2.965 -0.297 1.186
C 2.627 -2.554 0.915
C 3.159 -2.041 -0.298
C 2.510 -1.474 1.826
C 4.041 0.248 -1.095
H 4.609 1.034 -0.579
H 3.303 0.735 -1.745
H 4.731 -0.319 -1.730
C 3.481 -2.825 -1.506
H 4.404 -2.452 -1.976
H 2.677 -2.760 -2.252
H 3.625 -3.880 -1.255
C 2.301 -3.962 1.210
H 2.851 -4.300 2.103
H 2.579 -4.614 0.372
H 1.228 -4.099 1.407
C 2.122 -1.570 3.252
H 2.923 -1.180 3.899
H 1.936 -2.615 3.529
H 1.217 -0.988 3.474
C 3.044 1.040 1.809
H 3.846 1.088 2.563
H 2.104 1.297 2.318
H 3.250 1.806 1.055
C -0.366 1.440 -2.064
C -0.651 2.876 -1.864
C -0.937 3.638 -0.595
C -0.280 3.147 0.698
C -0.512 1.646 1.041
C -1.864 1.442 1.802
C -3.278 1.641 1.198
C -3.557 1.551 -0.303
H -2.040 3.754 -0.457
H -0.694 3.772 1.508
H -0.574 4.663 -0.782
H -3.770 2.512 -0.799
H -1.104 0.824 -2.633
H -1.201 3.373 -2.674
H -4.320 0.807 -0.590
H -3.991 0.994 1.730
H -1.819 2.268 2.548
H -3.581 2.662 1.502
H 0.802 3.371 0.691
H 0.256 1.423 1.798
P 1.440 3.081 -2.704
C 1.536 3.510 -4.445
C 2.635 3.772 -1.536
P -1.742 0.341 3.697
C 1.058 1.390 -2.412
C -0.899 1.532 4.805
C -3.464 0.439 4.279
H 1.405 2.603 -5.058
H 2.523 3.960 -4.638
H 0.734 4.238 -4.664
H 2.447 3.450 -0.496
H 2.573 4.873 -1.582
H 3.646 3.448 -1.842
H -3.846 1.466 4.274
H -3.463 0.037 5.298
H -4.094 -0.206 3.648
H 1.525 0.461 -2.730
H -0.068 0.899 0.265
H -0.528 0.921 5.638
H -1.585 2.302 5.186
H -0.044 1.997 4.295
C -1.103 -2.252 1.978
Si -2.100 -2.294 0.401
C -1.834 -3.975 -0.384
C -3.932 -2.086 0.680
N -1.526 -0.989 -0.647
C -1.268 -1.437 -1.965
C -0.019 -2.018 -2.277
C 0.289 -2.346 -3.592
C -0.646 -2.082 -4.605
C -1.928 -1.616 -4.294
C -2.249 -1.289 -2.978
H -1.743 -2.057 2.850
H -0.318 -1.486 1.931
H -0.617 -3.226 2.128
H -2.399 -4.715 0.206
H -2.189 -4.019 -1.423
H -0.776 -4.273 -0.377
H -4.202 -1.123 1.132
H -4.484 -2.191 -0.265
H -4.243 -2.898 1.358
H 0.693 -2.165 -1.454
H 1.245 -2.811 -3.825
H -0.370 -2.255 -5.642
H -2.683 -1.521 -5.069
H -3.230 -0.881 -2.687
```

Properties
Relative energy (zero: lowest compared OMol25 entry of this formula, charge and spin), kJ/mol: 555.7
Spin multiplicity: 2
Frontier orbital gap (spin up / spin down), eV: 2.811 / 2.998
Highest occupied orbital energy (spin up / spin down), eV: -7.6 / -7.7
Charge: +1